One molecule with the formula C16H15NO at a distorted geometry, computed with wB97M-V/def2-TZVPD.

```
33
Properties=species:S:1:pos:R:3:forces:R:3
C 2.602465 1.993366 2.299945 -0.1 -0.7 -0.6
C 2.350276 0.861091 1.611343 0.1 0.7 0.9
C 0.889905 0.490445 1.719063 -0.5 0.2 0.2
O 0.149496 0.977534 0.573688 -0.2 -0.4 -1.3
C 0.038342 0.274927 -0.603654 0.1 0.5 0.6
C 0.961624 -0.659943 -1.076481 -0.2 -0.4 -0.5
C 0.658602 -1.281416 -2.299335 -0.5 0.7 0.4
N -0.431938 -0.988142 -3.016055 0.2 -0.4 -0.4
C -1.285515 -0.065777 -2.567711 0.5 0.1 0.6
C -1.093930 0.598808 -1.361776 0.3 -0.6 -0.3
C 0.559414 -0.980309 1.946090 0.3 0.5 0.2
C 1.500364 -1.997630 1.792934 -0.4 -0.3 0.0
C 1.092799 -3.332602 1.909775 -0.1 0.4 0.1
C -0.232028 -3.631584 2.233928 0.0 0.1 0.3
C -1.136553 -2.597775 2.505842 0.2 0.2 -0.2
C -0.746599 -1.267423 2.324836 -0.2 -0.8 0.1
C 0.320846 1.448789 2.816019 0.7 -0.4 0.2
C 1.355321 2.583101 2.901788 -0.4 0.1 -0.1
H 3.560495 2.504873 2.392379 -0.1 -0.3 -0.2
H 3.040005 0.245390 1.037946 0.1 0.4 0.2
H 1.870102 -0.952782 -0.543239 -0.5 0.3 -0.2
H 1.328869 -2.035838 -2.715814 -0.2 0.2 0.1
H -2.156538 0.165130 -3.180065 0.2 -0.2 0.0
H -1.807154 1.321031 -0.996269 0.0 0.1 0.1
H 2.534921 -1.757416 1.542415 -0.3 -0.1 0.1
H 1.823736 -4.124970 1.770246 -0.2 0.1 0.0
H -0.553846 -4.670813 2.316333 0.1 0.3 0.0
H -2.143613 -2.810921 2.864293 0.2 -0.1 -0.2
H -1.459565 -0.454090 2.474098 0.2 -0.3 0.0
H 0.244567 0.904267 3.765575 0.0 0.2 -0.2
H -0.660101 1.829138 2.519723 0.1 -0.3 0.1
H 0.990923 3.408612 2.270661 0.3 0.0 0.2
H 1.472055 2.970283 3.918234 0.1 -0.1 -0.1
```
Positions in Å, forces in eV/Å.

Properties
E_LUMO in eV: 0.80
F_max in eV/Å: 1.36
Energy above the lowest of the compared OMol25 structures with the same formula, charge and spin in eV: 1.0604
Molar mass in g mol⁻¹: 237.30
Kohn-Sham gap in eV: 9.92

Atom charges from the Löwdin analysis, given in e for atoms 1 to 6: number 1, C, carries -0.05; number 2, C, carries 0.00; number 3, C, carries -0.39; number 4, O, carries -0.02; number 5, C, carries -0.24; number 6, C, carries 0.01